# C10H16CuNOP2S

A structure of composition C10H16CuNOP2S in a non-equilibrium geometry (ωB97M-V with the def2-TZVPD basis set, OMol25).

```
! RIJCOSX wB97M-V def2-TZVPD def2/J DEFGRID3
* xyz 0 1
Cu -1.69207 1.43073 0.97640
C -2.54918 -0.56102 -2.22488
P -1.65240 -0.18476 -0.66161
C -2.04936 -1.71453 0.26722
C 0.10102 -0.49032 -1.10098
C 0.46411 -1.43361 -2.05531
C 1.79375 -1.64743 -2.36357
C 2.77893 -0.92513 -1.71455
C 2.43312 0.00985 -0.75823
C 1.09895 0.24132 -0.44357
P 0.60342 1.46911 0.82446
C 1.94085 2.73111 0.73287
C 1.12651 0.61375 2.35924
H -2.21861 0.11878 -3.00794
H -3.60809 -0.39118 -2.02672
H -2.41330 -1.59151 -2.54758
H -3.13121 -1.74050 0.39970
H -1.58554 -1.69069 1.25175
H -1.71531 -2.59713 -0.28025
H -0.29212 -2.01180 -2.56623
H 2.06134 -2.38205 -3.10763
H 3.81863 -1.09369 -1.94998
H 3.21547 0.55980 -0.25553
H 1.95357 3.17800 -0.25953
H 2.92104 2.31964 0.96616
H 1.69737 3.49878 1.46833
H 1.07291 1.34177 3.16903
H 2.14397 0.23231 2.26190
H 0.44419 -0.20271 2.58872
O -2.63790 -0.06294 4.07426
S -3.27883 1.19866 3.64314
N -2.84526 1.77739 2.34091
*
```

Lowest unoccupied orbital energy: 0.012 Ha
Maximum force: 1.9 eV/Å
Highest occupied orbital energy: -7.92 eV
DFT total energy: -3242.02923 hartree

Löwdin atomic charge list, values in e, 5 entries:
1 Cu 0.002
2 C -0.261
3 P 0.846
4 C -0.247
5 C -0.372



# C6H14O

The molecule C6H14O in a non-equilibrium geometry (ωB97M-V with the def2-TZVPD basis set, OMol25).

```
! RIJCOSX wB97M-V def2-TZVPD def2/J DEFGRID3
* xyz 0 1
C 0.99504 -0.83269 -1.75855
O 0.52071 -2.12960 -1.31767
C -0.30239 0.01780 -1.69890
C -1.03572 0.02915 -0.29484
C -0.06762 0.07805 0.86578
C -0.95002 0.10124 2.14878
C 0.84412 1.32502 0.84115
H 1.91308 -0.45158 -1.24036
H 1.29073 -0.84169 -2.80068
H 1.26058 -2.45134 -0.79623
H -0.28416 1.09209 -2.00513
H -1.01530 -0.52858 -2.32456
H -1.60243 -0.89889 -0.34797
H -1.59251 0.97184 -0.19877
H 0.55796 -0.82988 0.87706
H -0.69241 -0.70073 2.84822
H -1.03510 1.04155 2.70462
H -1.99223 -0.01592 1.83210
H 0.55659 2.01922 0.02331
H 0.71522 1.90896 1.78394
H 1.91587 1.09599 0.85872
*
```

Lowest unoccupied orbital energy: 0.034 Ha
Maximum force: 2.4 eV/Å
Highest occupied orbital energy: -10.20 eV
SMILES string: CC(C)CCCO
DFT total energy: -312.20353 hartree

Löwdin atomic charge list, values in e, 5 entries:
1 C -0.243
2 O -0.078
3 C -0.173
4 C -0.207
5 C -0.430



Record-wise energy relative to the best compared isomer or geometry (same formula, charge and spin) values, in kcal per mole: 3.7, 32.3